Entry 1:
{"formula": "CH14O6", "method": "ωB97M-V with the def2-TZVPD basis set", "elements": ["O", "C", "H", "H", "H", "O", "O", "H", "H", "H", "H", "H", "H", "H", "H", "H", "H", "H", "O", "O", "O"], "positions_angstrom": [[-0.188, -2.181, -1.280], [0.003, 1.301, -1.162], [-0.288, -2.893, -1.904], [2.678, 0.260, 2.314], [-0.070, 2.156, -1.914], [-1.103, 1.297, -0.377], [-2.638, -0.881, -1.358], [1.914, -2.157, 0.196], [0.966, 1.359, -0.567], [0.255, 2.866, 2.697], [1.441, -0.799, 1.757], [0.691, 1.448, 2.043], [-2.200, -0.076, -1.037], [-0.905, 1.748, 0.493], [0.493, -2.105, 0.342], [-3.032, -0.525, -2.277], [-1.145, -1.858, -1.220], [0.024, 0.416, -1.862], [1.260, -1.934, 0.886], [0.143, 2.331, 1.884], [1.700, 0.227, 2.347]], "energy_ev": -13548.53827, "relative_energy_kcal_mol": 25.9, "max_force_ha_per_bohr": 0.07543, "smiles": "CO.O.O.O.O.O", "homo_lumo_gap_ev": 10.310}

=====

Entry 2:
{"formula": "C4H7N3S2", "method": "ωB97M-V with the def2-TZVPD basis set", "elements": ["H", "C", "H", "H", "N", "C", "S", "S", "H", "N", "C", "C", "H", "H", "H", "N"], "positions_angstrom": [[0.893, 2.725, 1.056], [-1.518, -0.350, 0.852], [0.927, -3.125, -1.907], [1.764, 2.728, -0.209], [-2.133, 0.673, 1.495], [0.728, -0.426, 0.063], [-1.195, -2.271, -0.794], [2.001, 0.504, 0.667], [-1.499, 1.469, 1.486], [1.304, -2.344, -1.400], [0.526, -1.458, -0.709], [1.151, 2.069, 0.235], [0.217, 1.844, -0.259], [1.937, -1.772, -1.912], [-3.070, 0.916, 1.236], [-2.033, -1.183, 0.101]], "energy_ev": -30397.82057, "relative_energy_kcal_mol": 96.2, "max_force_ha_per_bohr": 0.07822, "homo_lumo_gap_ev": 7.836}